Record 1
Formula: C16H26N6O3
Source: the OMol25 dataset
Level of theory: ωB97M-V with the def2-TZVPD basis set

Gap between HOMO and LUMO, eV: 9.0247
Charge: 0
Relative energy (zero: lowest compared OMol25 entry of this formula, charge and spin), eV: 0.000

```
51
Properties=species:S:1:pos:R:3:forces:R:3
C 1.38314 2.42270 0.99762 0.0724 0.0189 -0.0378
O -0.01483 2.32681 1.15933 -0.0584 -0.1396 0.0682
C -0.76110 2.85010 0.09720 -0.1640 -0.0092 -0.1487
C -0.73340 2.00390 -1.19093 0.1432 0.6906 0.2686
N -1.18370 0.65642 -0.96213 -0.0113 -0.4498 -0.0301
C -0.50102 -0.49735 -1.14262 -0.1871 0.1772 -0.0873
C 0.85410 -0.61016 -1.75168 0.2409 0.0763 -0.0161
N 1.92894 -0.31944 -0.81057 -0.0243 -0.1099 -0.1495
C 1.94969 -1.30074 0.26530 0.0127 0.0649 0.3254
C 3.07745 -1.00277 1.24437 -0.1492 -0.1705 -0.1289
N 4.35164 -1.00348 0.55027 -0.0556 0.0469 -0.0110
C 5.46025 -0.81278 1.45779 -0.0285 -0.0222 -0.0388
C 4.32778 -0.00107 -0.49538 -0.0647 -0.1346 -0.2490
C 3.21620 -0.32359 -1.48673 0.1819 0.2197 0.0243
N -1.20375 -1.56363 -0.79753 -0.1496 -0.5346 0.0962
C -2.39026 -1.08485 -0.37487 0.3529 1.3152 -0.2247
C -2.42246 0.29900 -0.46952 -0.1601 -0.8318 0.1906
C -3.60617 1.04832 -0.17535 0.2669 -0.0151 -0.1396
O -3.76581 2.25089 -0.29292 0.0291 0.1198 -0.0805
N -4.63571 0.21533 0.26972 -0.1925 0.1320 0.0765
C -5.89893 0.84319 0.62239 -0.2642 0.1711 0.0761
C -4.61727 -1.16550 0.41120 0.1587 -0.1926 -0.0432
O -5.59046 -1.76781 0.80977 -0.2807 -0.0693 0.1187
N -3.45039 -1.81102 0.06641 -0.0852 -0.0357 0.0070
C -3.35591 -3.25057 0.16490 -0.0513 -0.2952 0.0386
H 1.81351 2.20682 1.97444 0.1064 0.0100 -0.0394
H 1.67298 3.43672 0.69468 0.0069 0.0304 0.0344
H 1.75402 1.69608 0.26661 -0.0013 0.1339 0.1097
H -1.78910 2.91705 0.45763 0.1557 0.0635 -0.1610
H -0.41197 3.86119 -0.16332 -0.0352 -0.0585 -0.0057
H 0.27925 1.95979 -1.59279 -0.0816 -0.0214 -0.0360
H -1.39935 2.48612 -1.91332 0.1410 -0.0315 0.0096
H 0.93617 -1.63805 -2.14467 -0.0519 0.1342 -0.0146
H 0.93860 0.08623 -2.59225 0.0234 -0.0966 0.0171
H 0.99141 -1.26193 0.78568 0.0378 -0.0851 0.0224
H 2.08631 -2.31630 -0.14122 -0.0411 -0.0085 0.0250
H 3.09844 -1.78193 2.00984 -0.0360 0.0597 0.0181
H 2.88949 -0.03370 1.73796 0.0139 -0.0364 0.0273
H 6.39221 -0.86288 0.89651 0.0797 0.0126 0.0433
H 5.45515 -1.61247 2.19674 0.0634 -0.0016 0.0697
H 5.41843 0.15371 1.98519 0.0036 0.0230 0.0194
H 5.28852 -0.01467 -1.01590 -0.0269 0.0565 0.0176
H 4.16762 1.01244 -0.08291 0.0426 -0.0253 -0.0251
H 3.20142 0.43191 -2.27762 -0.0002 -0.0458 -0.0089
H 3.42226 -1.30642 -1.94292 0.0025 0.0288 -0.0300
H -5.78693 1.91448 0.47444 -0.0335 -0.1342 0.0242
H -6.69558 0.45265 -0.01013 0.0127 0.0249 0.0580
H -6.14092 0.62358 1.66167 -0.0261 0.0103 -0.0599
H -3.02946 -3.65786 -0.79105 -0.0066 -0.0382 0.0371
H -2.63016 -3.52337 0.93135 -0.0158 -0.0507 -0.0206
H -4.34035 -3.63110 0.42932 0.1345 0.0237 -0.0364
```
Positions in Å, forces in eV/Å.

natural (NBO) population analysis, charges in e, atoms 1 to 6: -0.2743 -0.5340 -0.0765 -0.2444 -0.2930 0.4080



Record 2
Formula: C13H16BBrCeN6O2S
Source: the OMol25 dataset
Level of theory: ωB97M-V with the def2-TZVPD basis set

Spin multiplicity: 2
Gap between HOMO and LUMO (spin up / spin down), eV: 8.9389 / 9.2129
Charge: +1
Relative energy (zero: lowest compared OMol25 entry of this formula, charge and spin), eV: 0.000

```
41
Properties=species:S:1:pos:R:3:forces:R:3
Ce 0.33052 1.01729 -0.14075 -1.1479 -2.1331 1.1251
Br -1.66219 3.49408 -2.03290 -0.2644 -0.0067 0.0998
C -2.74787 2.66438 -0.71286 0.4635 -0.0100 -0.1593
C -4.09337 2.93594 -0.57855 -0.0891 0.0201 0.0218
C -4.79209 2.22196 0.38569 0.0388 0.0563 -0.0687
C -4.13386 1.26976 1.14968 0.0597 -0.0256 0.0496
C -2.78015 1.09120 0.94756 0.0623 -0.0387 0.0452
N -2.08921 1.78930 0.03230 -0.5931 0.0352 0.2817
C -1.99285 0.01637 1.68139 -0.5750 -0.1403 0.1393
O -2.59235 -0.89747 2.20098 0.1542 0.0314 0.0564
O -0.69702 0.14570 1.61438 -0.3323 -0.2709 0.6819
H -4.57622 3.66936 -1.20663 0.0233 0.0017 -0.0102
H -5.84938 2.40561 0.52250 0.0011 -0.0203 0.0126
H -4.63825 0.66168 1.88637 -0.0045 0.0104 -0.0028
N 1.92482 -1.12576 -0.55734 0.1541 0.1068 0.3064
C 3.02458 -0.47856 0.06738 0.2071 -0.0247 0.1918
C 4.34909 -0.79101 -0.19055 0.0437 0.0374 -0.0555
C 5.33077 -0.08106 0.47953 -0.1159 -0.0090 -0.0240
C 4.95732 0.90327 1.38530 0.0278 -0.0152 -0.0004
C 3.61387 1.15933 1.56566 -0.0213 0.0973 0.1031
N 2.65560 0.49174 0.91118 0.1178 -0.2246 -0.1561
H 2.19696 -1.61817 -1.39718 -0.1218 0.0631 -0.1600
H 1.47531 -1.79156 0.06835 0.0255 -0.0769 -0.0444
H 4.60130 -1.57296 -0.89400 -0.0166 -0.0106 0.0137
H 6.37424 -0.30419 0.30277 0.0061 0.0194 0.0134
H 5.69714 1.46876 1.93246 -0.0267 0.0153 0.0097
H 3.27695 1.93210 2.24407 0.0030 0.0113 -0.0157
B 1.66856 3.59844 -0.35187 -0.2739 -0.0337 0.4179
C 1.68773 2.51364 -1.50209 1.1012 1.1501 -0.9605
N 1.53099 1.53754 -2.10801 0.7878 0.6657 -1.1516
H 1.26375 4.64414 -0.75291 -0.1375 0.0374 -0.0084
H 2.75385 3.66252 0.14746 0.0470 -0.0796 0.0806
H 0.82297 3.10960 0.51865 0.7671 0.8018 -0.6649
N -0.47258 -2.73895 0.74499 -0.0915 0.0832 0.2789
C -1.20864 -2.60262 -0.37941 -0.1061 0.0969 -0.3634
N -1.85495 -3.68052 -0.81756 0.0142 -0.0749 0.0790
S -1.28703 -1.18352 -1.31121 -0.1828 -0.2511 -0.0876
H -0.62667 -3.58109 1.28338 0.0404 0.0211 0.0196
H -0.40929 -1.90858 1.32978 -0.0510 0.0963 -0.0329
H -1.93790 -4.51255 -0.25657 -0.0075 -0.0256 -0.0385
H -2.38723 -3.61974 -1.66840 0.0132 0.0132 -0.0230
```
Positions in Å, forces in eV/Å.

natural (NBO) population analysis, charges in e, atoms 1 to 6: 1.3290 0.2072 0.1858 -0.2557 -0.1103 -0.2007



Record 3
Formula: C3H9N3O2
Source: the OMol25 dataset
Level of theory: ωB97M-V with the def2-TZVPD basis set

Gap between HOMO and LUMO, eV: 9.9167
Charge: 0
Relative energy (zero: lowest compared OMol25 entry of this formula, charge and spin), eV: 5.603

```
17
Properties=species:S:1:pos:R:3:forces:R:3
C -0.25499 -1.92315 0.20269 -0.0122 -0.0495 0.5507
C 1.19686 0.93741 -1.10840 -0.0402 -0.0093 -0.0838
N -0.65677 -0.67035 -0.36000 4.2477 2.8821 -1.2814
N 0.36036 0.65412 0.04419 0.9884 -1.4126 0.2076
C -1.46732 0.26523 0.22730 -5.2375 -4.0795 0.5609
N 1.05910 0.43336 1.23979 -0.2935 0.2202 -0.2819
O -1.83338 1.32420 -0.56422 0.3127 0.2378 0.0567
O -2.24770 -0.22204 1.07263 0.9098 2.5209 0.1577
H -2.79037 1.26841 -0.68533 0.0272 -0.0268 0.3670
H 0.74760 1.13077 1.90984 0.0218 -0.2473 -0.0394
H 2.07297 0.48322 1.15920 -0.2603 -0.1743 -0.3552
H -1.03484 -2.27331 0.87934 0.0047 -0.1971 -0.1064
H 0.66937 -1.85398 0.79258 -0.1888 0.3905 0.1130
H -0.02492 -2.62282 -0.60202 -0.3877 0.0055 0.0007
H 1.74171 1.86861 -0.94240 -0.0068 -0.0036 0.1297
H 1.91300 0.12508 -1.29573 -0.1024 0.0666 -0.0024
H 0.54933 1.07524 -1.96946 0.0172 -0.1235 0.0064
```
Positions in Å, forces in eV/Å.

natural (NBO) population analysis, charges in e, atoms 1 to 6: -0.4607 -0.4219 -0.3123 -0.1449 0.8588 -0.6584



Record 4
Formula: C19H45BO2RuS2Si4
Source: the OMol25 dataset
Level of theory: ωB97M-V with the def2-TZVPD basis set

Gap between HOMO and LUMO (spin up / spin down), eV: 6.2232 / 6.3010
Charge: 0
Relative energy (zero: lowest compared OMol25 entry of this formula, charge and spin), eV: 0.812

```
74
Properties=species:S:1:pos:R:3:forces:R:3
Ru 0.70963 -0.24051 1.00890 0.7834 -0.2476 1.1495
C -1.23093 -3.22426 3.45201 0.0287 0.0207 0.0834
C -0.36006 -2.06894 3.01394 0.1107 -0.1258 0.1352
S -1.16505 -0.79932 2.15059 -0.0495 0.1964 -0.1372
C 0.97873 -1.99614 3.34760 -0.2327 -0.1032 -0.1042
C 1.63076 -3.06017 4.19336 0.0573 -0.0321 -0.0235
S 2.01210 -0.69486 2.88014 0.0358 0.3381 -0.1080
H -2.27551 -3.01746 3.22806 0.0467 -0.0050 0.0846
H -1.15287 -3.39206 4.52676 0.0168 0.0011 0.0162
H -0.95503 -4.15363 2.94741 -0.0039 0.0141 0.0052
H 0.99040 -3.92057 4.36566 -0.0409 -0.0137 0.0001
H 1.91201 -2.64046 5.16174 -0.0028 0.0147 -0.0041
H 2.54812 -3.40835 3.71851 -0.0047 0.0053 -0.0023
C 1.32215 4.78323 2.23856 -0.0368 0.0114 -0.0191
C 0.43571 3.92473 1.34944 0.0578 0.1044 0.0672
C -1.02073 4.33914 1.51533 -0.0523 -0.0540 -0.0333
O 0.54615 2.56463 1.79783 0.0377 -0.1356 0.1019
B 0.57685 1.71650 0.70153 -0.0763 0.3563 -0.2838
O 0.62613 2.45347 -0.48024 -0.0769 0.0668 0.0374
C 0.89441 3.83843 -0.13943 0.0149 -0.0532 -0.1120
C 2.39096 4.06149 -0.32957 -0.0247 -0.0049 0.0748
C 0.12728 4.74380 -1.08704 0.0573 0.0562 0.0027
H 0.93839 4.75317 3.25829 -0.0025 -0.0066 0.0042
H 1.32898 5.82425 1.90919 -0.0219 -0.0001 -0.0359
H 2.34435 4.41237 2.25119 0.0127 -0.0034 0.0056
H -1.29916 4.22424 2.56278 0.0072 -0.0111 0.0020
H -1.67522 3.70120 0.91993 0.0019 -0.0019 -0.0098
H -1.18637 5.37684 1.22326 0.0228 0.0107 0.0074
H 2.97197 3.40804 0.32100 -0.0014 -0.0101 0.0125
H 2.66913 5.09572 -0.12356 -0.0114 0.0101 -0.0019
H 2.65533 3.83069 -1.36143 -0.0052 0.0117 0.0035
H -0.94112 4.54851 -1.07082 -0.0218 -0.0199 0.0093
H 0.49223 4.60086 -2.10513 -0.0116 -0.0227 -0.0023
H 0.28763 5.79035 -0.81880 0.0169 0.0048 0.0053
C -2.81059 -3.44594 0.29133 0.2321 -0.0969 -0.0651
Si -1.19956 -3.08946 -0.64251 -0.2140 0.1914 -0.0460
C -1.46498 -3.71833 -2.41035 -0.0460 -0.0332 0.2401
C 0.20556 -4.05278 0.17897 -0.0023 -0.0029 -0.0817
Si -0.75410 -0.71462 -0.57078 -0.4124 -0.3910 -0.5222
Si -2.42271 0.29505 -1.94127 0.0935 0.0484 0.0254
C -4.10195 -0.44091 -1.50342 0.1030 0.0997 -0.0889
C -2.46974 2.15589 -1.73082 -0.1085 -0.1521 -0.0514
C -1.98388 -0.12131 -3.72634 -0.0314 0.0439 0.0949
Si 2.34058 -0.79332 -0.73901 0.0206 -0.1643 -0.3690
C 3.63741 -2.07061 -0.17649 -0.2249 0.0531 -0.0077
C 3.30414 0.75640 -1.24266 -0.0600 -0.1344 0.1393
C 1.68958 -1.51778 -2.37365 0.1074 0.2003 0.0327
H -2.95947 -4.53011 0.32040 -0.0004 -0.0067 0.0045
H -3.68150 -3.00852 -0.19222 -0.0175 0.0518 -0.0499
H -2.77486 -3.07913 1.31556 -0.0266 -0.0147 -0.1494
H -1.50369 -4.81137 -2.40280 -0.0017 -0.0031 0.0159
H -0.68205 -3.42019 -3.10230 0.1197 0.0476 -0.0574
H -2.41830 -3.36480 -2.80733 -0.0259 0.0397 0.0090
H -0.20650 -4.86029 0.78946 -0.0031 -0.0283 -0.0397
H 0.83338 -3.43795 0.82633 -0.0345 0.0394 -0.0016
H 0.85496 -4.50775 -0.57215 0.0087 0.0162 -0.0158
H -4.35720 -0.28025 -0.45500 0.0188 -0.0005 0.0204
H -4.14483 -1.50981 -1.70388 0.0123 -0.0589 -0.0307
H -4.86999 0.04109 -2.11442 -0.0072 0.0189 0.0060
H -2.82574 2.43366 -0.73702 0.0212 -0.0016 0.0209
H -3.14589 2.59744 -2.46800 -0.0042 0.0150 0.0031
H -1.47379 2.57095 -1.86562 0.0340 0.0055 -0.0101
H -1.93726 -1.19590 -3.90168 0.0020 -0.0423 0.0108
H -1.02138 0.30788 -4.00990 0.0128 0.0220 0.0119
H -2.74177 0.29681 -4.39398 -0.0118 0.0007 -0.0027
H 3.95001 -1.93904 0.85881 0.0050 0.0747 -0.0040
H 4.51961 -1.98218 -0.81678 -0.0018 -0.0048 -0.0398
H 3.25924 -3.09044 -0.28049 -0.0369 -0.0108 0.0197
H 3.82157 1.21712 -0.39978 -0.0067 -0.0132 0.0256
H 2.65585 1.50610 -1.69115 -0.0413 -0.0298 -0.0140
H 4.05884 0.44791 -1.97255 0.0094 -0.0006 -0.0170
H 1.22754 -2.48825 -2.21199 -0.1094 -0.1600 0.0054
H 2.50407 -1.67146 -3.08818 0.0348 0.0313 0.0325
H 0.96202 -0.85872 -2.86332 -0.0381 -0.0213 0.0156
```
Positions in Å, forces in eV/Å.

Löwdin population analysis, charges in e, atoms 1 to 6: 0.3600 -0.1314 -0.7129 0.6721 -0.7585 -0.1205